No. 1
# C25H32Br33NO6

A structure of composition C25H32Br33NO6 at a distorted geometry (wB97M-V/def2-TZVPD, the Open Molecules 2025 dataset).

```
! wB97M-V def2-TZVPD RIJCOSX def2/J DEFGRID3
* xyz 0 1
Br 1.7793 6.6932 -1.4311
Br -10.8814 -2.0204 -2.0496
Br -7.3751 -2.3784 6.2914
Br -5.5122 1.4397 -0.3128
Br 6.9020 2.5092 7.5350
Br -6.7270 -3.0673 2.2722
Br -5.0335 -5.3064 0.7742
Br -4.7378 -1.6146 -0.6766
Br 6.1317 5.4083 6.4837
Br 7.0475 -2.1539 -5.7889
Br -3.5915 -3.2440 2.7272
Br 0.2814 3.9948 -0.7284
Br -6.1189 -0.5339 -6.9316
Br 3.8488 3.3537 7.2922
Br 5.7683 2.2297 -4.7828
Br 4.4380 8.2938 -4.1671
Br -1.3606 2.0729 -3.4077
Br 4.6860 5.7030 -5.9860
Br -12.1836 -0.3711 -4.4335
Br -6.4427 -5.3746 5.7795
Br -0.6764 6.7237 0.5820
Br -2.6525 3.9822 -5.5969
Br 7.5534 -2.6347 -2.6869
Br -9.3280 -1.7088 -4.8192
Br -6.3933 2.1980 -5.3186
Br -9.3511 -4.4364 4.8883
Br 9.6836 -1.0247 -4.4184
Br 6.0925 5.7957 -3.1264
Br 3.2971 2.3609 -2.7845
Br -4.5825 -0.1423 -4.1715
Br -7.5319 -0.5743 -1.7624
Br 4.2001 -0.4245 -4.0347
Br 0.1913 2.6539 -6.1233
O 3.6646 2.7186 3.4057
O 2.1061 3.4076 1.9321
O 4.3154 -1.2485 1.3281
O 3.7098 -0.2158 3.1842
O 2.5519 -2.2905 2.2945
O 5.6927 -1.2938 3.1306
N -1.6110 0.4862 -0.5684
C -0.3870 -0.3109 -0.3565
C -1.5294 2.4547 -5.2808
C 5.6202 3.5592 6.5648
C 0.8578 0.4988 -0.6995
C 2.0982 -0.3626 -0.9763
C 1.4137 0.2613 2.8065
C -6.1400 0.2999 -5.1984
C 1.6211 -3.3359 2.0224
C 3.2434 1.3466 1.4550
C 1.4741 -4.1656 3.2795
C 7.8273 -1.4570 -4.1809
C -6.1689 -0.3625 -0.4180
C 2.9107 2.5844 2.2719
C 2.6944 0.0653 2.1316
C 2.3471 -1.5472 -0.0326
C -7.9308 -4.2116 6.1606
C 4.7733 1.3085 -3.4271
C 0.8182 5.7157 -0.0806
C 0.3724 0.5093 3.3372
C -5.2010 -4.2302 2.3561
C 4.6772 -0.9609 2.6077
C -11.0454 -1.8402 -3.9553
C 0.5055 -5.3288 3.0242
C 4.5997 6.3771 -4.1871
C 2.8646 -1.2908 1.3673
H 5.5951 3.1868 5.5506
H 2.4550 -4.5819 3.5320
H 5.4412 1.1491 -2.5924
H 1.0221 1.2731 0.0616
H -1.7491 1.0749 0.2499
H -6.9893 -0.0972 -4.6606
H 1.4465 -2.1499 -0.0284
H 1.9718 -3.9707 1.1998
H 3.2476 2.2704 4.1573
H -0.3465 -5.0108 2.4173
H -2.0138 1.6024 -5.7359
H 1.4918 5.5508 0.7490
H 3.7067 5.9695 -3.7335
H -0.4445 -1.2015 -0.9959
H 3.1280 -2.1665 -0.4917
H 0.6438 -2.9294 1.7300
H 1.0114 -6.1262 2.4691
H 7.3097 -0.5345 -3.9582
H -0.5780 0.7394 3.7902
H -11.5089 -2.7436 -4.3229
H -0.3128 -0.6806 0.6770
H -8.3140 -4.5040 7.1269
H 1.9374 -0.8108 -1.9650
H 1.1368 -3.5395 4.1087
H 4.3276 1.2693 1.3929
H 3.0057 0.2388 -1.0840
H 0.1390 -5.7561 3.9603
H -5.3653 -4.8966 3.1895
H 0.6316 1.0503 -1.6195
H 2.8370 1.5349 0.4628
H -6.6289 -0.6007 0.5302
H -2.4015 -0.1522 -0.5530
*
```

Calculated values
energy = -86420.296053 Ha
E_LUMO = -0.43 eV
HOMO = -9.71 eV



No. 2
# C4H5NO

An isolated molecule of C4H5NO (wB97M-V/def2-TZVPD, the Open Molecules 2025 dataset).

```
! wB97M-V def2-TZVPD RIJCOSX def2/J DEFGRID3
* xyz 0 1
O 2.1796 0.5074 0.0678
N -0.0969 1.0971 0.0207
C 0.8685 0.1274 0.0616
C 0.2619 -1.0997 0.0894
C -1.1457 -0.8566 0.0619
C -1.3366 0.4986 0.0385
H 0.7674 -2.0543 0.1393
H -2.2409 1.0891 -0.0030
H 2.5732 0.2351 -0.7708
H 0.0975 2.0599 0.2406
H -1.9280 -1.6040 0.0540
*
```

Calculated values
SMILES string = Oc1ccc[nH]1
energy relative to the best compared isomer or geometry (same formula, charge and spin) = 8.97 kcal per mole
energy = -285.400291 Ha
E_LUMO = 0.82 eV
HOMO = -8.08 eV



No. 3
# C32H33BF3NO3

A structure of composition C32H33BF3NO3 at a distorted geometry (wB97M-V/def2-TZVPD, the Open Molecules 2025 dataset).

```
! wB97M-V def2-TZVPD RIJCOSX def2/J DEFGRID3
* xyz 0 1
F -3.5442 1.5121 -4.9604
F -2.7327 0.6226 -6.8032
F -4.1892 -0.5189 -5.6104
O 2.3527 -0.0378 -2.0543
O 0.5429 -1.4660 3.1004
O 0.2251 0.7741 2.8907
N -0.6383 0.1358 -0.2823
C 3.4013 -0.5665 -1.3271
C -3.1134 0.3148 -5.5238
C 2.7357 0.8270 3.1423
C 0.4162 -0.8433 -0.6121
C -3.7956 -0.8918 1.4962
C 0.1179 -0.9353 5.3135
C -2.3330 2.6909 -2.1456
C -1.2874 3.4896 -2.5655
C 0.0594 -2.1530 0.0627
C -0.7502 -1.6183 -3.2799
C -4.2278 0.5796 -0.3948
C 0.0060 3.2844 -2.1110
C 1.3765 0.6386 3.8127
C 4.3790 0.2557 -0.6116
C -0.7780 0.6518 -4.8050
C -0.7312 1.3421 -0.9911
C -4.7116 -0.1994 0.6637
C 3.1523 -1.9253 -1.1383
C 1.2272 -1.0102 -2.0379
C -2.4018 -0.8074 1.2605
C 0.3063 2.1921 -1.2873
C 2.3906 -1.6889 4.6223
C -1.9198 -0.1542 -4.7361
C 1.1900 -0.8539 4.2347
C 2.0566 -2.2749 -1.9193
C -2.0684 1.5906 -1.3393
C -1.9327 -1.3004 -3.9318
C -2.8558 0.6231 -0.6270
C 0.3940 0.2955 -4.1365
C 1.1076 1.7682 4.8057
C -1.9742 -0.2030 0.1019
C 0.3587 -0.7664 -3.2281
B -0.3176 -0.4613 2.6860
H 4.5170 1.2040 -1.1490
H 3.9912 0.4201 0.4138
H -4.1864 -1.4817 2.3327
H 1.8079 1.7035 5.6382
H 1.2932 0.8311 -4.3718
H 2.7195 -1.4855 5.6488
H 1.3212 -0.3348 -0.2557
H -2.7959 -1.9744 -3.8029
H 0.8096 3.9509 -2.3597
H 1.6755 -3.2636 -2.1710
H 2.8655 0.1468 2.2810
H 1.2627 1.9355 -0.8570
H 1.2623 2.7608 4.3506
H 3.6719 -2.5397 -0.3998
H -0.5336 -2.3153 0.9658
H 2.8591 1.8694 2.8077
H -0.3954 -1.9031 5.2869
H -5.8010 -0.2795 0.8620
H -0.7032 -0.2172 5.1800
H -3.3088 2.9289 -2.5416
H 3.5830 0.6175 3.8314
H 2.1926 -2.7581 4.4739
H -1.4657 4.3389 -3.2170
H 0.5065 -0.7514 6.3099
H 5.3397 -0.2684 -0.4468
H -0.6634 -2.5961 -2.7928
H -1.5113 -1.1271 2.0407
H 0.0799 1.7762 5.1960
H 3.2374 -1.4659 3.9857
H -4.8144 1.2225 -1.0483
H -0.5097 -2.6799 -0.6938
H -0.7822 1.5057 -5.4959
H 0.9824 -2.6828 0.2645
*
```

Calculated values
energy relative to the best compared isomer or geometry (same formula, charge and spin) = 204.77 kcal per mole
energy = -1843.891981 Ha
E_LUMO = -1.94 eV
HOMO = -4.74 eV



No. 4
# C4H4O4

An isolated molecule of C4H4O4 at a distorted geometry (wB97M-V/def2-TZVPD, the Open Molecules 2025 dataset).

```
! wB97M-V def2-TZVPD RIJCOSX def2/J DEFGRID3
* xyz 0 1
O -0.4943 1.2109 -0.7035
O -1.8717 1.9761 0.8161
O 1.1956 0.8787 -2.1370
O -1.4010 -0.2183 0.7847
C -1.2900 1.0564 0.3792
C 1.0341 -0.3227 0.0716
C 0.6738 0.6000 -1.0712
C -0.3046 -1.0917 0.4356
H -0.1619 -1.8549 1.2120
H 1.2365 0.3481 0.8716
H -0.5171 -1.5917 -0.5423
H 1.9005 -0.9909 -0.1168
*
```

Calculated values
SMILES string = O=C1CCOC(=O)O1
energy relative to the best compared isomer or geometry (same formula, charge and spin) = 19.12 kcal per mole
energy = -455.782554 Ha
E_LUMO = 0.47 eV
HOMO = -11.19 eV



No. 5
# CHN3O4

A cluster of 2 separate species, CHN3O4 in total at a distorted geometry (wB97M-V/def2-TZVPD, the Open Molecules 2025 dataset).

```
! wB97M-V def2-TZVPD RIJCOSX def2/J DEFGRID3
* xyz 0 1
O 0.5307 1.7609 1.4034
O -0.4537 0.9510 1.5050
O -1.3702 -1.2257 -1.4397
O -1.3109 0.5368 -0.2106
N 2.5405 -1.6314 -0.8015
N -0.7751 -0.3814 -0.8045
N 0.5064 -0.3078 -0.7620
C 1.5663 -1.0519 -0.8296
H -1.2339 1.3495 1.9394
*
```

Calculated values
energy relative to the best compared isomer or geometry (same formula, charge and spin) = 126.66 kcal per mole
energy = -503.514473 Ha
E_LUMO (spin up / spin down) = -1.39 / -4.12 eV
HOMO (spin up / spin down) = -11.02 / -10.41 eV



No. 6
# C2H2Cl2O2S

A cluster of 2 separate species, C2H2Cl2O2S in total at a distorted geometry (wB97M-V/def2-TZVPD, the Open Molecules 2025 dataset).

```
! wB97M-V def2-TZVPD RIJCOSX def2/J DEFGRID3
* xyz 0 1
Cl 1.8968 0.7069 0.5889
Cl 1.6984 -2.0565 -0.2905
S -2.4782 -0.0803 0.5758
O -2.3913 1.3726 0.4840
O -0.1978 0.6780 -1.3159
C -0.3546 -0.3639 -0.6454
C 0.7448 -0.6579 0.3606
H 0.3775 -0.7656 1.3044
H 0.7043 1.1667 -1.0619
*
```

Calculated values
energy relative to the best compared isomer or geometry (same formula, charge and spin) = 99.48 kcal per mole
energy = -1546.295331 Ha
E_LUMO (spin up / spin down) = -1.36 / -1.18 eV
HOMO (spin up / spin down) = -8.93 / -8.05 eV